Record 1
The following is a DFT calculation (wB97M-V/def2-TZVPD) of 2 unconnected molecules or ions with the total composition C3H12N2O at a distorted geometry.

```
18
Properties=species:S:1:pos:R:3:forces:R:3:lowdin_charge:R:1
C -1.293 0.736 0.819 -0.9 0.2 -0.3 -0.07
C -0.194 -0.276 0.443 -0.8 0.3 -0.7 -0.43
N 0.228 -0.076 -0.944 -0.5 0.3 0.0 0.02
C -0.706 -1.694 0.733 0.7 -1.0 0.6 -0.27
N 0.065 -2.752 0.069 0.0 0.1 -0.2 -0.01
H -0.953 1.480 1.508 0.4 0.3 0.8 0.05
H -1.698 1.366 0.014 0.4 -0.6 -0.3 0.07
H -2.178 0.244 1.244 0.3 0.0 0.1 0.07
H 0.637 -0.076 1.088 0.7 0.0 0.2 0.12
H 1.178 -0.217 -1.249 0.0 -0.2 0.5 0.07
H -0.415 -0.532 -1.567 0.0 0.0 -0.4 0.07
H -1.771 -1.856 0.547 0.0 0.5 -0.5 0.10
H -0.602 -1.889 1.803 -0.2 0.3 0.2 0.11
H 0.608 -3.299 0.721 0.0 0.1 0.0 0.06
H 0.707 -2.330 -0.588 0.0 -0.1 -0.1 0.04
O 2.420 3.450 -1.676 -0.8 0.6 0.6 -0.08
H 2.161 4.304 -2.050 0.3 -0.2 -0.2 0.03
H 1.808 3.417 -0.917 0.4 -0.4 -0.3 0.04
```
Forces are in eV/Å.

Its HOMO-LUMO gap is 9.931 eV. Its SMILES is C[C@H](N)CN.O. Its LUMO energy is 0.03208 Eh. The energy above the lowest of the compared OMol25 structures with the same formula, charge and spin comes out at 0.5810 eV. Its electronic energy is -306.22259 Eh. As for the molar mass: 92.14 g mol⁻¹. Its total charge is 0.

---

Record 2
The following is a DFT calculation (wB97M-V/def2-TZVPD) of 3 unconnected molecules or ions with the total composition C3H12N2O2 at a distorted geometry.

```
19
Properties=species:S:1:pos:R:3:forces:R:3:lowdin_charge:R:1
H 1.404 -1.766 -3.218 0.2 0.0 -0.3 0.04
N 1.340 -0.984 -2.582 -0.1 0.0 0.0 0.05
C 0.739 -1.374 -1.525 0.0 0.1 -0.2 -0.32
N 0.413 -0.556 -0.514 -0.2 0.1 0.8 0.00
C 0.009 -1.067 0.794 0.3 0.2 0.0 -0.25
C 0.213 0.004 1.844 -0.5 0.9 0.3 -0.10
H 0.430 -2.404 -1.378 -0.1 -0.2 0.1 0.13
H 0.677 0.421 -0.564 0.0 -0.1 -0.2 0.11
H -1.050 -1.323 0.816 -0.1 -0.2 -0.2 0.11
H 0.599 -1.957 1.024 -0.1 0.0 0.1 0.11
H -0.285 0.925 1.504 0.2 -0.1 -0.1 0.07
H -0.308 -0.233 2.773 0.2 -0.3 0.0 0.07
H 1.243 0.281 2.085 0.0 -0.3 -0.2 0.08
O 1.929 1.730 -1.845 0.0 0.0 -0.1 -0.10
H 1.865 0.792 -2.117 0.1 0.0 -0.3 -0.03
H 1.940 2.197 -2.690 0.0 0.0 0.2 0.04
O -3.749 1.740 1.480 -0.2 0.1 0.0 -0.06
H -3.020 1.442 2.030 0.0 0.0 0.1 0.02
H -4.391 2.132 2.084 0.2 -0.1 -0.1 0.04
```
Forces are in eV/Å.

Its HOMO-LUMO gap is 9.719 eV. Its SMILES is [H]/N=C/NCC.O.O. Its LUMO energy is 0.02573 Eh. The energy above the lowest of the compared OMol25 structures with the same formula, charge and spin comes out at 0.7784 eV. Its electronic energy is -381.48631 Eh. As for the molar mass: 108.14 g mol⁻¹. Its total charge is 0.

---

Record 3
The following is a DFT calculation (wB97M-V/def2-TZVPD) of 2 unconnected molecules or ions with the total composition C3H12N2O2 at a distorted geometry.

```
19
Properties=species:S:1:pos:R:3:forces:R:3:lowdin_charge:R:1
N -0.034 -0.536 2.258 1.3 1.2 3.7 -0.06
C -0.624 -1.226 1.213 1.2 -0.1 -1.4 -0.33
C -1.307 -0.167 0.317 -4.3 0.1 -1.5 -0.25
N -0.616 1.101 -0.166 2.8 -4.9 0.3 -0.03
C -0.169 0.785 -1.556 -1.9 1.0 -1.0 -0.33
O 0.854 1.670 -2.048 1.7 -2.6 1.1 -0.09
H -0.641 0.053 2.862 1.0 -0.5 -0.9 0.09
H 0.928 -0.209 2.089 -1.4 0.1 0.4 0.08
H -1.308 -2.099 1.596 1.0 1.7 -1.2 0.14
H 0.359 -1.610 0.742 -2.1 -0.3 -0.2 0.12
H -1.838 -0.698 -0.545 1.1 0.4 0.2 0.10
H -2.329 0.137 0.763 1.8 -0.1 0.3 0.13
H -1.228 1.822 -0.321 -2.0 1.8 0.4 0.05
H -0.023 -0.334 -1.732 0.4 1.4 0.4 0.13
H -1.144 1.037 -2.120 1.8 -0.5 -0.2 0.14
H 1.772 1.235 -1.810 -2.5 1.5 -0.7 0.12
O 2.683 -0.484 -0.678 0.8 -1.7 -3.0 0.00
H 2.866 -0.103 0.130 -0.1 1.5 2.6 0.01
H 1.798 -0.375 -0.993 -0.8 0.1 0.6 -0.02
```
Forces are in eV/Å.

Its HOMO-LUMO gap is 9.543 eV. Its SMILES is NCCNCO.O. Its LUMO energy is 0.02770 Eh. The energy above the lowest of the compared OMol25 structures with the same formula, charge and spin comes out at 3.3264 eV. Its electronic energy is -381.39267 Eh. As for the molar mass: 108.14 g mol⁻¹. Its total charge is 0.

---

Record 4
The following is a DFT calculation (wB97M-V/def2-TZVPD) of 3 unconnected molecules or ions with the total composition C3H12N2O2 at a distorted geometry.

```
19
Properties=species:S:1:pos:R:3:forces:R:3:lowdin_charge:R:1
C -0.259 -2.005 1.586 0.2 0.3 1.4 -0.12
C -0.432 -1.070 0.412 0.8 -1.0 -0.5 -0.33
N 0.013 0.266 0.739 -1.4 0.6 0.3 0.01
C 0.075 1.156 -0.163 -0.1 -0.2 -0.2 -0.30
N 0.298 0.963 -1.522 -0.6 -0.5 0.2 0.08
H -0.903 -1.688 2.414 -0.2 0.1 -0.2 0.07
H 0.728 -1.940 2.057 0.1 -0.1 -0.5 0.07
H -0.513 -3.043 1.410 0.1 -0.2 -0.4 0.06
H -1.496 -1.128 0.145 0.1 0.7 0.0 0.12
H 0.079 -1.490 -0.466 0.2 -0.2 0.0 0.09
H -0.097 2.194 0.112 0.7 0.2 0.1 0.11
H 0.159 -0.013 -1.765 0.1 0.3 -0.3 0.06
H -0.241 1.567 -2.127 0.1 0.1 0.0 0.07
O 3.132 1.917 3.363 0.1 0.0 0.1 -0.07
H 3.451 1.387 2.624 -0.2 0.3 0.0 0.03
H 2.800 2.749 3.003 0.1 -0.3 -0.1 0.03
O -2.191 0.227 -3.592 -0.2 -0.1 -0.1 -0.07
H -1.571 0.077 -4.312 0.0 0.0 0.0 0.03
H -3.032 -0.126 -3.918 0.3 0.1 0.1 0.04
```
Forces are in eV/Å.

Its HOMO-LUMO gap is 9.244 eV. Its SMILES is CC/N=C\N.O.O. Its LUMO energy is 0.01707 Eh. The energy above the lowest of the compared OMol25 structures with the same formula, charge and spin comes out at 1.5030 eV. Its electronic energy is -381.45968 Eh. As for the molar mass: 108.14 g mol⁻¹. Its total charge is 0.

---

Record 5
The following is a DFT calculation (wB97M-V/def2-TZVPD) of 3 unconnected molecules or ions with the total composition C3H12N2O2 at a distorted geometry.

```
19
Properties=species:S:1:pos:R:3:forces:R:3:lowdin_charge:R:1
C 0.077 1.041 -1.507 -1.3 1.0 0.9 -0.10
C -0.401 -0.204 -0.796 -0.1 0.1 0.4 -0.29
N 0.654 -0.411 0.171 1.6 -1.0 -2.6 -0.02
C 0.457 -0.874 1.293 -0.9 -0.5 3.6 -0.31
N -0.792 -1.209 1.823 1.9 -0.1 0.6 0.08
H 0.641 0.939 -2.373 0.9 -0.6 -1.7 0.04
H 0.743 1.556 -0.800 -0.5 0.1 -0.2 0.09
H -0.805 1.657 -1.716 0.3 0.2 -0.3 0.07
H -0.757 -1.096 -1.408 1.0 0.9 0.6 0.14
H -1.284 0.120 -0.250 -0.6 0.0 0.1 0.06
H 1.305 -0.956 2.009 -0.6 0.0 -0.4 0.12
H -1.457 -1.229 1.067 -1.0 0.0 1.2 0.06
H -0.895 -1.158 2.867 -0.5 -0.2 -2.1 0.12
O -3.269 2.089 0.902 0.3 -1.6 -2.1 -0.11
H -3.845 1.391 0.459 0.9 1.4 1.0 0.06
H -2.473 2.085 0.292 -1.3 0.2 1.2 0.04
O 3.628 -0.787 -1.539 1.3 -0.4 -2.8 -0.03
H 3.064 -0.854 -0.834 -2.0 0.5 3.8 -0.05
H 3.056 -1.311 -2.111 0.5 0.0 -0.9 0.04
```
Forces are in eV/Å.

Its HOMO-LUMO gap is 10.010 eV. Its SMILES is CC/N=C\N.O.O. Its LUMO energy is 0.01823 Eh. The energy above the lowest of the compared OMol25 structures with the same formula, charge and spin comes out at 2.1067 eV. Its electronic energy is -381.43750 Eh. As for the molar mass: 108.14 g mol⁻¹. Its total charge is 0.

---

Record 6
The following is a DFT calculation (wB97M-V/def2-TZVPD) of 2 unconnected molecules or ions with the total composition C3H12N2O2 at a distorted geometry.

```
19
Properties=species:S:1:pos:R:3:forces:R:3:lowdin_charge:R:1
N 1.190 1.001 1.460 0.0 0.5 0.1 0.00
C 0.275 0.958 0.333 -0.9 -1.4 -0.5 -0.26
C 0.192 -0.452 -0.347 2.4 -0.5 1.5 -0.40
N 1.589 -0.787 -0.710 0.0 -0.5 -1.1 0.01
C -0.804 -0.632 -1.449 -0.8 1.6 -2.2 -0.19
O -1.721 0.493 -1.578 -0.4 -0.5 0.5 -0.10
H 1.133 0.183 2.051 -0.6 -0.1 -0.1 0.05
H 2.158 0.999 1.171 0.0 0.2 -0.4 0.06
H -0.782 1.050 0.571 0.3 1.0 0.7 0.08
H 0.485 1.755 -0.382 0.3 -0.1 0.0 0.11
H 0.054 -1.150 0.489 -0.6 0.2 -0.1 0.12
H 1.894 -0.174 -1.462 0.0 0.2 0.1 0.07
H 1.635 -1.715 -1.143 0.0 0.2 0.4 0.07
H -1.482 -1.496 -1.508 0.6 0.0 0.7 0.13
H -0.237 -0.614 -2.396 0.0 -0.5 0.2 0.11
H -1.287 1.216 -2.029 0.2 0.1 0.0 0.07
O -1.151 -0.413 2.354 0.7 -0.9 0.8 -0.05
H -1.446 0.230 2.999 -0.5 0.2 -0.3 0.06
H -1.696 -0.451 1.576 -0.7 0.4 0.0 0.03
```
Forces are in eV/Å.

Its HOMO-LUMO gap is 9.580 eV. Its SMILES is NC[C@H](N)CO.O. Its LUMO energy is 0.02753 Eh. The energy above the lowest of the compared OMol25 structures with the same formula, charge and spin comes out at 1.8484 eV. Its electronic energy is -381.44699 Eh. As for the molar mass: 108.14 g mol⁻¹. Its total charge is 0.

---

> energy above the lowest of the compared OMol25 structures with the same formula, charge and spin of number 3 (C3H12N2O2)?

3.3264 eV